{"formula": "C32H64F2O21S2", "method": "ωB97M-V/def2-TZVPD", "e_lumo_ha": -0.0073, "total_charge": 0, "gap_ev": 9.481, "species": ["O", "S", "O", "F", "O", "S", "O", "O", "F", "O", "C", "O", "C", "C", "C", "H", "H", "H", "H", "H", "H", "H", "H", "O", "C", "O", "C", "C", "C", "H", "H", "H", "H", "H", "H", "H", "H", "O", "C", "O", "C", "C", "C", "H", "H", "H", "H", "H", "H", "H", "H", "O", "C", "O", "C", "C", "C", "H", "H", "H", "H", "H", "H", "H", "H", "O", "C", "O", "C", "C", "C", "H", "H", "H", "H", "H", "H", "H", "H", "O", "C", "O", "C", "C", "C", "H", "H", "H", "H", "H", "H", "H", "H", "O", "C", "O", "C", "C", "C", "H", "H", "H", "H", "H", "H", "H", "H", "O", "C", "O", "C", "C", "C", "H", "H", "H", "H", "H", "H", "H", "H"], "coordinates": [[2.4301, -4.0941, -4.3486], [1.6336, -3.1225, -5.0176], [1.7952, -1.7551, -4.0784], [1.9652, -0.7204, -5.0206], [0.0457, -3.5999, -4.4837], [-1.1624, -2.5950, -4.5838], [-2.3508, -3.3482, -4.5214], [-0.8952, -1.6226, -5.5745], [-0.9974, -1.8909, -3.2128], [2.7995, -1.7652, 1.9254], [3.4101, -2.3874, 1.0944], [2.7747, -2.7418, -0.0373], [3.4533, -3.3704, -1.1377], [3.5431, -4.8689, -0.9634], [4.8310, -2.8424, 1.3174], [4.4346, -2.9226, -1.2956], [2.8452, -3.1320, -2.0068], [4.1427, -5.1378, -0.0966], [4.0028, -5.3168, -1.8437], [2.5432, -5.2877, -0.8338], [4.7995, -3.7960, 1.8460], [5.3187, -2.1094, 1.9553], [5.4141, -2.9791, 0.4126], [1.1120, 0.4105, -1.7032], [0.1438, 0.5360, -1.0016], [-0.7936, 1.4398, -1.3682], [-2.0535, 1.5487, -0.6956], [-1.9795, 2.4316, 0.5311], [-0.0165, -0.2379, 0.2821], [-2.4478, 0.5573, -0.4663], [-2.7160, 1.9897, -1.4409], [-1.3118, 2.0084, 1.2825], [-2.9662, 2.5496, 0.9798], [-1.6080, 3.4206, 0.2709], [0.4897, 0.3090, 1.0772], [0.4936, -1.1889, 0.1698], [-1.0477, -0.4113, 0.5790], [-2.6565, 5.1509, 1.8264], [-2.1928, 5.7929, 2.7343], [-1.0582, 6.4739, 2.5145], [-0.4814, 7.3715, 3.4792], [0.3978, 6.6511, 4.4726], [-2.8093, 5.7823, 4.1123], [-1.2610, 7.9623, 3.9618], [0.1186, 8.0553, 2.8819], [-0.1707, 5.9452, 5.0814], [0.8828, 7.3696, 5.1307], [1.1715, 6.0986, 3.9445], [-2.4072, 4.9272, 4.6560], [-3.8816, 5.6457, 3.9989], [-2.6249, 6.6808, 4.6936], [2.6976, -6.6713, -7.3956], [1.8862, -7.2932, -6.7660], [1.6690, -6.9449, -5.4805], [0.5997, -7.4810, -4.6922], [0.9700, -8.7968, -4.0418], [1.1548, -8.4792, -7.3489], [-0.3127, -7.5587, -5.2854], [0.4233, -6.7202, -3.9330], [1.1632, -9.5729, -4.7826], [0.1594, -9.1352, -3.3957], [1.8690, -8.6745, -3.4379], [1.7736, -9.3649, -7.2026], [1.0443, -8.3101, -8.4165], [0.1760, -8.6622, -6.9147], [-9.4232, 3.9465, 0.2201], [-8.2765, 3.6878, -0.0325], [-7.3036, 4.3133, 0.6522], [-5.9181, 3.9478, 0.5483], [-5.2261, 4.6184, -0.6156], [-7.9061, 2.7359, -1.1483], [-5.8140, 2.8620, 0.5185], [-5.4768, 4.2850, 1.4844], [-5.6422, 4.3181, -1.5780], [-4.1653, 4.3661, -0.5984], [-5.3202, 5.7011, -0.5349], [-7.8741, 3.2903, -2.0859], [-8.6799, 1.9763, -1.2217], [-6.9531, 2.2321, -1.0102], [-10.5899, -3.4976, 1.9736], [-10.8949, -2.3695, 1.7019], [-10.2250, -1.7434, 0.7096], [-10.6116, -0.4595, 0.2036], [-10.0446, 0.6818, 1.0181], [-11.9513, -1.6177, 2.4780], [-11.6966, -0.3934, 0.1139], [-10.2112, -0.4413, -0.8096], [-10.4221, 0.6721, 2.0409], [-10.3041, 1.6406, 0.5690], [-8.9573, 0.6030, 1.0710], [-11.4737, -1.1594, 3.3441], [-12.6803, -2.3421, 2.8309], [-12.4636, -0.8436, 1.9143], [3.0161, 7.8099, 3.6913], [4.1406, 7.5568, 3.3506], [5.1565, 8.1446, 4.0137], [6.5298, 7.7976, 3.7936], [7.1322, 8.5545, 2.6295], [4.4311, 6.6607, 2.1708], [6.6380, 6.7184, 3.6803], [7.0259, 8.0726, 4.7229], [6.6431, 8.3025, 1.6887], [8.1923, 8.3162, 2.5376], [7.0292, 9.6280, 2.7867], [4.4142, 7.2719, 1.2681], [3.6311, 5.9285, 2.1008], [5.3829, 6.1400, 2.2210], [6.6046, -5.1611, -0.3207], [7.6109, -5.1670, 0.3363], [8.0805, -3.9855, 0.7885], [9.1778, -3.8840, 1.7063], [10.5167, -3.9031, 1.0012], [8.3828, -6.4350, 0.6063], [9.1066, -4.6563, 2.4730], [9.0224, -2.9271, 2.2019], [10.6886, -4.8494, 0.4883], [11.3206, -3.7549, 1.7229], [10.5620, -3.1048, 0.2607], [9.0626, -6.6012, -0.2297], [7.6720, -7.2562, 0.6383], [8.9580, -6.4266, 1.5275]], "forces_ev_per_a": [[-0.08, -0.03, 0.02], [0.24, -0.31, -0.23], [-0.12, 0.05, 0.06], [-0.09, 0.05, 0.04], [0.12, 0.27, 0.16], [-0.02, 0.07, 0.06], [-0.01, -0.04, -0.02], [0.01, -0.03, -0.06], [-0.02, -0.04, 0.00], [0.00, 0.00, -0.05], [-0.06, -0.11, 0.08], [0.01, 0.13, -0.02], [0.01, -0.13, -0.09], [-0.16, -0.05, 0.12], [0.07, 0.19, -0.06], [-0.02, 0.02, 0.03], [-0.01, 0.07, 0.08], [0.05, 0.00, -0.04], [0.01, 0.00, -0.01], [0.00, 0.02, -0.06], [0.01, -0.01, -0.01], [-0.04, -0.03, 0.05], [0.00, -0.07, 0.04], [-0.05, 0.02, -0.01], [0.13, 0.01, -0.03], [-0.03, -0.10, -0.04], [-0.09, 0.04, 0.04], [0.15, -0.08, -0.06], [-0.12, -0.09, -0.06], [0.01, 0.00, 0.00], [0.03, 0.01, 0.00], [-0.04, -0.02, 0.02], [-0.01, 0.01, -0.01], [-0.04, 0.02, 0.00], [0.01, 0.01, 0.02], [0.11, -0.01, 0.01], [0.02, 0.04, 0.02], [-0.15, 0.06, 0.04], [0.16, -0.11, 0.00], [-0.10, 0.08, -0.06], [0.12, 0.07, 0.04], [-0.17, -0.24, 0.08], [-0.10, 0.14, -0.04], [-0.02, -0.03, -0.01], [0.01, -0.03, -0.01], [-0.05, 0.06, 0.01], [0.04, 0.00, -0.03], [0.03, 0.04, 0.03], [0.01, 0.00, 0.01], [0.02, -0.06, -0.01], [0.04, -0.02, 0.02], [-0.03, -0.01, 0.00], [0.04, -0.04, 0.04], [-0.05, 0.12, -0.06], [-0.03, -0.05, 0.07], [0.08, 0.00, -0.04], [-0.11, 0.09, -0.06], [0.02, 0.00, -0.02], [0.02, 0.01, -0.01], [-0.04, 0.00, 0.00], [0.00, 0.01, 0.01], [-0.02, 0.00, 0.01], [0.00, -0.01, 0.01], [0.07, -0.02, 0.00], [0.02, -0.03, 0.03], [0.02, -0.01, 0.03], [0.01, 0.07, -0.22], [-0.07, -0.06, 0.13], [0.11, 0.01, 0.00], [0.00, 0.06, -0.07], [0.08, -0.24, 0.15], [-0.03, 0.00, -0.01], [0.00, 0.02, -0.01], [0.00, -0.07, 0.03], [0.01, 0.04, 0.01], [0.03, -0.01, 0.03], [0.00, 0.04, 0.01], [-0.09, 0.10, -0.04], [0.04, 0.07, -0.04], [-0.02, 0.03, 0.00], [0.09, 0.02, 0.04], [-0.06, -0.06, -0.05], [0.00, 0.09, -0.02], [0.03, -0.07, 0.11], [-0.12, -0.05, -0.10], [0.00, -0.02, 0.02], [0.02, -0.02, 0.01], [-0.05, 0.02, -0.02], [0.00, 0.01, 0.02], [0.00, 0.00, -0.04], [0.00, 0.01, 0.00], [0.05, -0.01, 0.05], [0.03, 0.03, 0.02], [0.11, 0.07, -0.06], [-0.01, 0.10, -0.06], [-0.02, -0.09, 0.07], [0.07, 0.01, -0.02], [-0.07, 0.04, -0.02], [0.01, -0.13, 0.10], [-0.02, 0.00, -0.01], [-0.02, 0.01, 0.00], [0.02, -0.03, 0.00], [0.00, 0.00, 0.01], [0.02, 0.00, 0.01], [0.01, 0.00, -0.01], [-0.04, 0.05, -0.03], [0.02, 0.04, -0.03], [0.10, -0.02, 0.01], [0.04, 0.06, -0.10], [-0.07, -0.03, 0.07], [0.07, 0.02, 0.02], [-0.03, -0.02, -0.08], [-0.08, -0.03, 0.14], [-0.01, -0.01, -0.02], [-0.01, 0.00, -0.02], [0.01, -0.01, 0.03], [0.00, 0.01, 0.00], [0.01, 0.01, 0.02], [0.01, 0.00, 0.00], [0.00, 0.01, -0.07], [0.04, 0.02, -0.03]]}

=====

{"formula": "C24H50CoF3NO4PSSi4", "method": "ωB97M-V/def2-TZVPD", "e_lumo_ha": [0.0877, 0.0834], "total_charge": -1, "spin_multiplicity": 6, "s2": 8.77, "gap_ev": [5.115, 8.457], "species": ["Co", "C", "C", "C", "C", "O", "P", "O", "O", "O", "C", "C", "C", "C", "H", "H", "H", "H", "H", "H", "H", "H", "H", "H", "H", "H", "H", "H", "H", "H", "H", "H", "F", "C", "F", "F", "C", "C", "C", "N", "C", "C", "H", "H", "H", "H", "S", "C", "C", "Si", "C", "C", "Si", "Si", "C", "C", "C", "Si", "C", "C", "C", "H", "H", "H", "H", "H", "H", "H", "H", "H", "H", "H", "H", "H", "H", "H", "H", "H", "H", "H", "H", "H", "H", "H", "H", "H", "H", "H", "H"], "coordinates": [[2.1826, -1.1636, -0.4057], [4.4910, -0.7288, 3.5502], [3.2806, 0.0913, 3.1009], [1.9767, -0.6611, 3.4940], [3.3262, 1.5032, 3.4769], [3.2405, 0.0693, 1.6400], [4.4455, 0.2742, 0.5368], [5.8002, 0.2687, 1.0595], [4.0380, -0.4434, -0.6687], [4.0269, 1.7631, 0.1053], [4.7279, 2.6505, -0.7493], [5.3473, 2.0343, -1.9307], [3.7028, 3.6300, -1.2824], [5.7545, 3.3972, 0.1924], [4.4154, -1.0864, 4.5648], [5.4421, -0.1271, 3.4885], [4.6050, -1.5540, 2.9232], [1.7991, -0.5399, 4.5691], [2.0850, -1.6257, 3.0620], [1.2502, -0.2879, 2.8282], [3.4234, 1.7688, 4.5369], [2.4288, 1.9186, 3.0623], [4.1018, 1.9735, 2.9332], [4.5997, 1.4659, -2.4435], [6.2714, 1.3902, -1.7386], [5.7035, 2.7722, -2.6465], [3.1908, 3.1456, -2.1065], [4.3009, 4.4302, -1.7202], [3.0565, 3.9774, -0.5086], [6.5308, 2.6402, 0.4184], [5.3094, 3.7267, 1.1249], [6.2945, 4.2273, -0.3646], [-1.1188, 3.6295, -3.3197], [0.2216, 3.8863, -3.3251], [0.2456, 5.1278, -2.6181], [0.5899, 4.2264, -4.4912], [0.8265, 2.7169, -2.6089], [0.7673, 2.6810, -1.2023], [0.9305, 1.4540, -0.5666], [1.0202, 0.2457, -1.2073], [1.2505, 0.3511, -2.5264], [0.9915, 1.4405, -3.2280], [0.5931, 3.6230, -0.5790], [0.9149, 1.4333, 0.5229], [1.5657, -0.5288, -3.0341], [0.9075, 1.1692, -4.3067], [0.5260, -4.1297, -0.7381], [1.5402, -3.1327, -0.0785], [-6.2263, -2.8778, 1.1105], [-4.4637, -3.3728, 0.8992], [-3.8358, -3.7991, 2.6488], [-4.4475, -4.9135, -0.1183], [-2.9958, -1.7795, -0.1088], [-2.8943, -1.4798, -2.4845], [-4.0555, -2.6089, -3.3644], [-3.5017, 0.2365, -2.9801], [-1.0824, -1.8496, -2.8745], [-2.9486, 0.1559, 1.3988], [-4.6933, 0.5443, 2.1119], [-1.8284, -0.2704, 2.7537], [-2.2822, 1.5337, 0.4842], [-6.4181, -2.7976, 2.2383], [-6.7743, -3.7355, 0.7570], [-6.4973, -1.9668, 0.6173], [-4.2795, -4.7486, 2.9649], [-4.0700, -3.0535, 3.4052], [-2.7445, -3.9566, 2.6473], [-4.6379, -5.6969, 0.6727], [-3.4699, -5.1937, -0.6051], [-5.3020, -4.9414, -0.8264], [-5.0522, -2.1898, -3.0986], [-4.0672, -3.5818, -3.0521], [-3.8007, -2.4669, -4.4261], [-2.9362, 1.1256, -2.6356], [-4.6156, 0.2524, -2.7460], [-3.4493, 0.3338, -4.0546], [-1.0168, -2.9290, -2.9884], [-0.3326, -1.4705, -2.1878], [-0.8747, -1.4305, -3.8749], [-5.3367, 0.7379, 1.2876], [-4.5459, 1.2320, 2.9474], [-5.0815, -0.4758, 2.3639], [-0.8859, -0.5846, 2.3965], [-2.2143, -1.0260, 3.4015], [-1.6231, 0.6235, 3.4120], [-2.1079, 2.5385, 0.9602], [-2.8281, 1.8587, -0.4143], [-1.2798, 1.2022, 0.2567], [-1.4233, -2.2726, 0.3098]], "forces_ev_per_a": [[0.15, -0.39, 0.44], [1.12, 2.19, 0.75], [0.37, -2.46, -0.11], [1.90, 1.24, -0.34], [-0.66, 1.13, 0.62], [0.09, -0.83, -0.99], [-0.24, 3.88, 1.79], [1.17, -0.77, 0.70], [-1.54, -3.69, -2.24], [-0.59, 0.44, 0.55], [0.34, 1.96, 2.16], [2.56, -1.48, -0.74], [1.22, -0.17, -0.70], [1.17, -0.66, -1.79], [-0.35, -0.03, 0.49], [-0.98, -0.58, -0.08], [0.18, -1.45, -1.04], [-0.32, -0.45, -0.44], [0.23, -1.48, 0.62], [-1.48, 1.12, -0.08], [-0.11, -0.45, -0.16], [-0.72, 0.66, 0.10], [1.14, 0.53, -0.41], [-0.34, -0.65, -0.34], [-1.37, 0.56, 0.08], [-0.09, 0.41, 0.10], [-0.51, 0.15, 0.16], [-0.28, 0.39, 0.06], [-0.54, 0.31, 0.35], [-0.33, 0.41, 0.21], [-0.21, 0.20, -0.09], [-0.83, -0.72, 0.71], [-0.99, 0.16, -0.96], [-1.28, 0.26, 4.33], [0.60, -1.39, -0.02], [0.96, -0.17, -2.96], [-0.25, 0.94, -0.80], [-0.09, -0.29, 1.80], [-0.78, 2.03, 0.36], [1.44, -0.29, 1.83], [-0.43, -0.79, -0.10], [0.07, 0.88, -2.68], [0.38, -1.54, -1.01], [0.07, -0.09, -0.19], [-0.05, -0.79, -0.39], [0.40, 1.24, 0.60], [0.20, -0.28, 0.17], [0.19, 0.83, -0.29], [-0.16, -0.12, 2.09], [1.70, 0.83, 0.23], [0.54, -0.33, -0.45], [0.23, -1.69, 0.18], [1.69, 0.14, 1.32], [0.95, 0.63, 1.43], [-0.65, 2.77, -0.63], [-0.71, 0.19, 0.24], [-0.76, 0.26, -1.11], [-2.34, -1.16, -0.65], [1.41, -2.41, -0.10], [0.27, 1.50, 1.71], [0.53, 2.89, -0.57], [0.08, 0.10, -1.58], [-0.69, -0.11, -0.25], [-0.40, 0.40, -0.28], [-0.11, 0.02, 0.03], [-0.05, 0.19, -0.04], [-0.30, 0.11, 0.00], [0.04, 0.33, -0.92], [-1.08, 0.43, 0.36], [0.66, -0.05, 0.19], [0.40, -0.22, -0.63], [0.27, -2.67, 0.53], [-0.55, -0.37, 0.13], [-0.53, -0.60, 0.33], [1.34, 0.40, 0.02], [-0.01, -0.19, -0.64], [0.25, -0.17, 0.22], [-0.30, -0.16, 0.17], [0.06, -0.03, 0.22], [-0.61, 1.32, -0.49], [-0.80, 0.01, -0.21], [0.32, 0.80, 0.78], [1.09, -0.50, -0.49], [-0.31, -0.72, 0.43], [-0.26, -0.66, -0.59], [-0.24, -0.99, 0.31], [0.28, -0.67, -0.03], [0.29, 0.02, -0.74], [-2.16, 0.43, -0.60]]}